Record 1
2 unconnected molecules or ions with the total composition CH2NO3S at a distorted geometry. Source: the Open Molecules 2025 dataset; level of theory: ωB97M-V/def2-TZVPD.

Last column: Löwdin charge in e.
CARTESIAN COORDINATES (ANGSTROEM)
C (0.8751, 0.0060, -0.0825)  -0.643
N (-0.3201, 0.4795, -0.1067)  -0.335
O (-0.5632, 2.0079, -0.1573)  -0.056
O (-1.4507, -0.1077, 0.1482)  -0.173
O (0.5662, -2.2452, -0.3462)  -0.282
S (2.4472, 0.4040, 0.0817)  0.539
H (-0.0466, -2.3708, 0.3059)  -0.141
H (-1.5079, 1.8263, 0.1568)  0.091

Cartesian forces (eV/Å) of the 6 atoms listed first:
0.2 -0.7 -0.2
-0.9 0.0 0.6
-0.6 -2.6 0.6
0.7 0.5 -0.4
3.1 2.8 -2.5
-1.2 -0.3 -0.3

Its charge is -1. The value obtained for the HOMO-LUMO gap (alpha / beta) is 7.11 / 7.12 eV. For the highest occupied orbital energy (alpha / beta), the calculation gives -3.876 / -3.876 eV. The value obtained for the max |F| is 4.9 eV Å⁻¹. As for the energy above the lowest of the compared OMol25 structures with the same formula, charge and spin: 6.676 eV.

---

Record 2
A molecular structure, CH2NO4 at a distorted geometry. Source: the Open Molecules 2025 dataset; level of theory: ωB97M-V/def2-TZVPD.

Last column: Löwdin charge in e.
CARTESIAN COORDINATES (ANGSTROEM)
C (1.0571, -1.8622, 0.0098)  -0.544
N (-0.2005, -0.2665, 1.1470)  -0.115
O (0.1748, -2.4529, -0.5120)  0.097
O (2.1469, -1.5917, 0.2646)  0.127
O (-0.4700, 0.9146, -1.1276)  -0.224
O (-1.0697, 0.1994, 0.2797)  -0.328
H (0.1081, 0.6660, 1.5429)  0.030
H (-1.1543, 0.4328, -1.5409)  -0.043

Cartesian forces (eV/Å) of the 6 atoms listed first:
-2.5 -1.0 -1.3
0.0 1.9 -1.2
0.3 0.6 0.6
2.0 0.7 0.9
1.5 0.8 0.2
-0.8 -1.1 1.6

Its charge is -1. The value obtained for the HOMO-LUMO gap is 7.18 eV. For the highest occupied orbital energy, the calculation gives -3.065 eV. The value obtained for the max |F| is 3.0 eV Å⁻¹. As for the energy above the lowest of the compared OMol25 structures with the same formula, charge and spin: 2.205 eV.